{
  "formula": "C37H35CdN8O3P",
  "method": "the ωB97M-V functional and the def2-TZVPD basis",
  "homo_lumo_gap_ha": [0.214, 0.214],
  "mol_weight_g_mol": 783.13,
  "total_charge": 0,
  "e_homo_ev": [-6.60, -6.60],
  "species": ["Cd", "C", "C", "C", "C", "C", "C", "N", "C", "C", "C", "C", "C", "C", "N", "N", "C", "C", "C", "C", "C", "N", "H", "H", "H", "H", "H", "H", "H", "H", "H", "H", "H", "H", "H", "C", "C", "C", "C", "C", "C", "N", "C", "C", "C", "C", "C", "C", "N", "N", "C", "C", "C", "C", "C", "N", "H", "H", "H", "H", "H", "H", "H", "H", "H", "H", "H", "H", "H", "C", "O", "P", "O", "C", "O", "C", "H", "H", "H", "H", "H", "H", "H", "H", "H"],
  "coordinates": [[0.1386, 0.0728, -0.1263], [3.8552, 2.7265, -3.6548], [4.2109, 2.0585, -2.4910], [3.3028, 1.9229, -1.4500], [2.0205, 2.4606, -1.5521], [1.6762, 3.1510, -2.7181], [2.5832, 3.2761, -3.7598], [1.0539, 2.2069, -0.5663], [0.4433, 3.1640, 0.0812], [0.9320, 4.5217, 0.1813], [0.2872, 5.4368, 0.9408], [-0.9166, 5.1229, 1.6580], [-1.4590, 3.8907, 1.5528], [-0.8273, 2.8899, 0.7576], [-1.3753, 1.7127, 0.4552], [-2.6013, 1.4504, 0.7089], [-2.9996, 0.2184, 0.1786], [-4.3740, 0.0168, 0.0056], [-4.8146, -1.1500, -0.5767], [-3.8882, -2.1177, -0.9634], [-2.5553, -1.8606, -0.7272], [-2.1159, -0.7278, -0.1705], [4.5598, 2.8168, -4.4720], [5.2024, 1.6339, -2.3902], [3.5794, 1.4004, -0.5431], [0.6792, 3.5696, -2.8007], [2.2918, 3.8017, -4.6612], [1.8534, 4.7668, -0.3305], [0.6968, 6.4367, 1.0230], [-1.3794, 5.8797, 2.2779], [-2.3716, 3.6284, 2.0722], [-5.0535, 0.8003, 0.3119], [-5.8725, -1.3108, -0.7451], [-4.1953, -3.0445, -1.4265], [-1.7948, -2.5944, -0.9731], [2.2036, 3.2170, 4.0736], [1.0566, 2.4372, 4.0152], [0.9822, 1.3544, 3.1526], [2.0573, 1.0071, 2.3311], [3.2091, 1.8020, 2.3990], [3.2757, 2.8913, 3.2530], [1.8866, -0.0045, 1.3768], [2.8776, -0.7854, 0.9629], [4.0472, -1.0716, 1.7485], [5.0422, -1.8723, 1.2826], [4.9797, -2.4734, -0.0048], [3.8896, -2.2527, -0.7834], [2.8283, -1.4244, -0.3377], [1.7886, -1.0713, -1.1420], [1.8046, -1.3552, -2.3677], [0.7621, -0.7577, -3.1144], [0.8342, -0.8997, -4.4981], [-0.1033, -0.2608, -5.2831], [-1.0941, 0.5042, -4.6778], [-1.1039, 0.5729, -3.2975], [-0.2062, -0.0442, -2.5357], [2.2549, 4.0714, 4.7360], [0.2023, 2.6826, 4.6352], [0.0689, 0.7728, 3.0901], [4.0466, 1.5828, 1.7494], [4.1693, 3.5042, 3.2634], [4.0994, -0.6588, 2.7464], [5.8993, -2.0715, 1.9155], [5.7906, -3.1001, -0.3500], [3.7943, -2.7025, -1.7624], [1.6333, -1.4937, -4.9191], [-0.0657, -0.3499, -6.3616], [-1.8396, 1.0288, -5.2582], [-1.8610, 1.1459, -2.7700], [-0.4467, -1.4074, 4.8734], [0.1603, -2.0228, 3.7447], [-0.5562, -1.8652, 2.2867], [0.5126, -2.6731, 1.4029], [1.3407, -3.7303, 1.8989], [-1.6988, -3.0399, 2.3655], [-3.0524, -2.7005, 2.6314], [-0.6949, -2.1750, 5.6060], [-1.3658, -0.8733, 4.6063], [0.2533, -0.6982, 5.3134], [1.8026, -4.1910, 1.0295], [0.7470, -4.4654, 2.4417], [2.1096, -3.3238, 2.5535], [-3.6903, -3.2580, 1.9477], [-3.2385, -1.6302, 2.4880], [-3.3097, -2.9668, 3.6579]],
  "atomic_forces_ev_per_a": [[-0.09, 0.46, 0.20], [-0.02, 0.00, 0.01], [-0.04, 0.00, 0.02], [0.05, -0.01, 0.04], [0.01, 0.05, 0.07], [-0.01, -0.01, -0.03], [0.00, 0.01, 0.04], [-0.11, 0.22, -0.13], [-0.05, -0.11, 0.07], [-0.05, -0.01, 0.00], [-0.06, -0.08, 0.02], [0.08, 0.18, 0.01], [-0.05, -0.09, -0.03], [0.24, 0.12, -0.10], [-0.18, 0.08, -0.08], [-0.13, -0.05, 0.06], [0.09, -0.13, 0.08], [-0.11, -0.01, 0.05], [-0.02, 0.01, -0.03], [-0.02, 0.01, 0.04], [0.07, 0.01, 0.04], [-0.08, 0.18, -0.14], [-0.01, 0.01, 0.02], [-0.01, -0.01, 0.00], [-0.02, -0.03, -0.03], [0.01, -0.02, -0.01], [0.00, 0.00, 0.01], [-0.01, 0.02, 0.01], [0.01, -0.01, 0.02], [0.01, -0.01, -0.01], [0.00, -0.02, -0.04], [0.03, 0.00, 0.00], [0.01, 0.01, 0.03], [0.02, -0.01, 0.02], [0.02, 0.03, -0.03], [-0.01, -0.04, -0.01], [0.01, 0.00, -0.02], [-0.08, -0.02, 0.05], [0.04, -0.01, -0.08], [0.01, 0.01, -0.02], [-0.01, -0.01, 0.03], [-0.09, -0.08, -0.08], [-0.03, -0.05, -0.05], [-0.07, 0.02, -0.04], [0.00, -0.06, -0.11], [0.14, -0.01, 0.14], [-0.23, 0.05, -0.06], [0.17, -0.01, 0.29], [0.32, -0.07, -0.16], [0.04, -0.10, -0.14], [-0.18, 0.16, -0.09], [0.06, -0.09, -0.04], [-0.04, 0.02, -0.04], [0.04, -0.05, -0.01], [-0.05, 0.00, 0.10], [0.33, -0.25, -0.01], [0.01, 0.00, -0.01], [0.00, 0.00, -0.01], [0.04, 0.04, -0.03], [0.00, 0.01, -0.02], [0.00, -0.03, 0.00], [0.02, 0.03, 0.00], [-0.01, -0.01, 0.01], [-0.02, -0.02, 0.01], [0.03, 0.03, -0.02], [0.00, 0.02, 0.00], [0.02, 0.00, 0.02], [0.00, 0.00, 0.01], [0.02, -0.01, 0.01], [-0.06, 0.03, 0.02], [0.21, -0.05, -0.04], [-0.04, -0.31, 0.30], [-0.06, 0.11, -0.04], [-0.05, -0.02, 0.00], [-0.12, -0.09, -0.02], [0.00, 0.11, 0.02], [-0.02, -0.02, -0.01], [0.04, 0.02, -0.01], [0.01, 0.01, -0.01], [0.02, -0.01, -0.01], [-0.01, -0.01, -0.01], [0.01, 0.01, 0.00], [0.00, -0.01, -0.01], [0.02, -0.01, -0.01], [0.00, 0.00, 0.01]],
  "mulliken_charge": [4.167, -0.592, -0.861, 0.163, -1.357, 0.246, -0.759, 0.674, 0.528, -0.913, -0.546, -0.695, -0.862, -0.041, 1.354, -1.660, -0.567, -0.607, -0.424, -1.035, -0.451, 1.080, 0.395, 0.434, 0.341, 0.491, 0.385, 0.512, 0.404, 0.410, 0.467, 0.536, 0.400, 0.465, 0.408, -0.743, -1.048, 0.052, -0.746, -0.010, -0.854, 1.073, -0.487, -0.781, -0.602, -0.905, -0.642, 0.437, 1.577, -1.786, -0.414, -0.548, -0.405, -0.854, -0.643, 0.244, 0.418, 0.450, 0.473, 0.379, 0.400, 0.469, 0.420, 0.416, 0.470, 0.541, 0.392, 0.456, 0.469, -0.832, -0.318, 0.601, -0.137, -0.857, -0.383, -0.787, 0.290, 0.364, 0.245, 0.230, 0.283, 0.287, 0.271, 0.284, 0.302]
}